No. 1
Entry from the Open Molecules 2025 dataset: a cluster of 2 separate species, C4H14N2O2 in total (ωB97M-V/def2-TZVPD).

```
22
Properties=species:S:1:pos:R:3:forces:R:3:nbo_charge:R:1
C 0.1093 -0.6870 1.1853 0.438 0.799 -0.655 -0.63
C -0.3112 0.2479 0.0372 -0.424 -0.674 -0.089 -0.08
C -0.4160 -0.5145 -1.2967 -0.770 0.101 0.608 -0.06
O -1.0952 -1.7721 -1.1826 0.570 -0.233 0.078 -0.74
N 0.6036 1.3726 -0.1574 -0.095 -0.312 0.656 -0.63
C 0.3661 2.4801 0.7817 0.425 0.850 -1.569 -0.05
N 1.0560 3.6888 0.3467 0.283 0.135 0.581 -0.85
H 0.2752 -0.0731 2.0709 -0.306 -0.240 0.231 0.21
H 1.0827 -1.1203 0.9359 -0.113 -0.286 0.010 0.20
H -0.6260 -1.4674 1.3340 0.056 -0.114 0.373 0.22
H -1.3173 0.6151 0.2654 0.061 0.307 0.022 0.18
H -1.0099 0.0536 -2.0108 0.568 0.451 -0.209 0.18
H 0.5992 -0.7100 -1.6342 -0.108 -0.169 -0.353 0.18
H -1.9794 -1.6697 -0.8230 -0.147 0.315 -0.055 0.48
H 1.5134 0.9913 0.0757 0.375 0.115 -0.327 0.35
H 0.6740 2.2744 1.8044 -0.388 -0.047 0.245 0.17
H -0.6760 2.7356 0.6448 -0.526 -0.372 0.697 0.18
H 1.9426 3.8600 0.7984 0.025 -0.198 -0.038 0.36
H 1.1821 3.7077 -0.6506 -0.048 -0.082 -0.235 0.37
H 0.0696 -4.3892 -0.6072 -0.075 -0.045 0.112 0.46
H -0.5269 -3.0857 -0.1054 0.107 -0.594 -0.051 0.48
O -0.3434 -4.0074 0.1751 0.090 0.293 -0.034 -0.97
```
Positions in Å, forces in eV/Å.

Values from the calculation:
* Kohn-Sham gap: 9.998 eV
* energy relative to the best compared isomer or geometry (same formula, charge and spin): 22.2 kcal/mol
* charge: 0
* 2S+1: 1
* SMILES: C[C@H](CO)NCN.O

---

No. 2
Entry from the Open Molecules 2025 dataset: a cluster of 12 separate species, C35H59Cl10NO14 in total (ωB97M-V/def2-TZVPD).

```
119
Properties=species:S:1:pos:R:3:forces:R:3:mulliken_charge:R:1
O -0.9103 1.1061 -2.9648 -0.268 1.853 -0.585 -0.53
C -1.1376 2.2993 -2.9149 2.100 -2.017 2.821 0.17
O -0.4744 3.0645 -1.8991 -1.098 -0.143 -1.835 0.42
C -0.9311 4.4562 -2.1290 1.972 -1.374 -0.316 -0.50
C -2.3204 4.2762 -2.5676 -0.747 0.428 -0.931 -0.29
C -2.1579 3.1307 -3.5575 -1.543 0.032 -1.527 -0.73
H -0.2839 4.7778 -2.9687 -0.297 0.578 0.536 0.15
H -0.7649 4.9913 -1.2156 0.074 0.393 0.338 0.42
H -2.7640 5.1989 -2.9321 -0.059 -0.066 -0.355 0.50
H -2.9010 3.9463 -1.7473 -0.701 -0.281 1.065 0.04
H -1.8283 3.4965 -4.5430 0.168 -0.097 0.272 0.37
H -3.0461 2.4822 -3.7815 0.672 0.720 0.370 0.35
O -3.0426 3.3964 1.1312 0.839 -0.696 0.644 -0.66
C -2.1634 2.9251 1.8412 -0.489 1.600 -1.708 0.55
O -2.4161 2.5448 3.0812 -0.500 -0.729 0.962 -0.35
C -1.2857 1.9278 3.7258 1.076 -0.776 -2.018 -0.46
C -0.2505 1.7809 2.5416 -0.924 -0.417 0.326 0.21
C -0.6818 2.8016 1.5161 -0.688 0.381 0.080 0.92
H -1.4966 0.8980 4.0939 -0.400 1.030 -0.037 0.07
H -0.9307 2.5873 4.4782 0.122 0.451 0.901 0.43
H -0.4793 0.7574 2.1406 1.053 0.889 0.202 -0.49
H 0.7641 2.0306 2.8023 0.460 -0.917 0.425 0.42
H -0.5182 2.4763 0.5050 -0.234 -0.296 -0.494 -0.97
H -0.1724 3.7950 1.5337 -0.514 -0.621 0.559 0.34
O -0.9403 -5.2453 -1.1948 -0.889 0.340 -1.376 -0.57
C -0.1234 -5.7998 -0.5496 1.054 -0.235 1.341 0.64
O -0.4300 -6.2362 0.7025 0.219 0.054 -0.071 -0.38
C 0.7318 -6.7289 1.3795 0.902 0.738 -0.648 -0.55
C 1.9710 -6.3272 0.5138 -1.008 -0.723 -0.254 -0.34
C 1.3693 -5.9697 -0.8165 -1.271 -2.290 -1.098 -0.10
H 0.6451 -7.8031 1.4140 -0.027 -0.299 0.467 0.38
H 0.8255 -6.2360 2.3407 -0.382 -0.325 0.315 0.30
H 2.5736 -7.2197 0.3967 0.663 0.289 0.306 0.39
H 2.4793 -5.4462 0.8594 0.482 -0.016 0.723 0.09
H 1.5161 -6.7839 -1.6055 -0.292 1.149 0.933 0.36
H 1.6721 -5.0511 -1.2149 0.742 1.282 -0.711 -0.18
O -3.0384 -0.2453 1.8107 -0.545 0.163 0.331 0.05
C -3.5742 0.1898 0.8141 1.395 -1.448 1.229 -1.00
O -2.7763 0.5001 -0.2070 -0.195 -0.022 0.814 0.89
C -3.5536 0.8554 -1.3228 -0.444 1.795 0.230 0.99
C -4.9837 1.2155 -0.7130 0.335 -1.521 -2.017 -0.97
C -5.0356 0.3283 0.5008 -0.397 0.614 0.234 -0.48
H -3.3543 0.0260 -2.0175 -1.040 0.492 -0.338 0.35
H -3.1304 1.8037 -1.6482 -0.007 -0.356 -0.509 -1.41
H -5.7191 0.9006 -1.4599 -0.170 0.442 0.183 0.48
H -5.1225 2.2587 -0.4214 0.473 -0.082 -0.404 0.35
H -5.5263 -0.6456 0.3045 0.464 0.422 0.351 0.25
H -5.5530 0.8865 1.2937 0.192 -0.701 0.117 0.27
O 4.4379 2.2820 -1.6160 0.539 -1.298 0.286 -0.54
C 4.1166 3.3726 -1.9587 -0.693 -0.280 -0.015 0.31
O 4.6949 4.4470 -1.4253 0.335 0.910 -0.445 -0.35
C 4.1560 5.6654 -1.9744 -0.027 0.173 -0.004 -0.54
C 2.8652 5.2492 -2.7006 1.654 -0.638 -2.142 -0.70
C 2.9840 3.7016 -2.9012 0.965 2.131 -0.019 0.87
H 4.8894 6.0809 -2.6900 -0.240 -0.212 0.401 0.27
H 4.0263 6.3787 -1.1436 -0.048 -0.399 -0.348 0.29
H 2.8695 5.6888 -3.7027 -0.029 0.223 0.160 0.45
H 1.9709 5.5585 -2.2751 -1.488 0.405 1.299 0.22
H 3.2870 3.5005 -3.9497 -0.395 -0.325 0.735 0.42
H 2.0915 3.2152 -2.5680 -0.418 -0.692 -0.130 -0.78
O 1.8392 -0.6204 1.5824 0.532 -0.498 -1.878 -0.59
C 1.9671 -0.8009 0.3708 -0.503 0.207 2.289 -0.27
O 1.9959 -2.0291 -0.1899 0.306 0.926 0.587 -0.04
C 2.0727 -1.8669 -1.6059 3.553 -0.474 -0.700 -0.55
C 2.2804 -0.3857 -1.9619 -1.361 -0.720 0.281 -0.51
C 1.9744 0.2741 -0.6471 0.166 1.231 0.314 2.11
H 1.2811 -2.3919 -2.0062 -2.047 -0.581 -1.026 0.22
H 3.0111 -2.3721 -1.9874 -0.934 0.029 0.725 0.35
H 1.5550 -0.1318 -2.7398 0.426 0.298 -0.019 0.10
H 3.3011 -0.2536 -2.2406 0.536 0.395 -0.446 0.41
H 0.9711 0.6868 -0.6253 -0.376 0.109 -0.063 -0.92
H 2.6303 1.1023 -0.3149 -0.115 -0.551 -0.363 -0.52
Cl 5.2286 5.8061 1.8024 -0.238 -0.409 0.027 -0.24
C 4.8975 4.0298 1.6048 0.758 0.519 -0.351 -0.25
C 3.4822 3.6750 1.8672 -0.695 -1.261 -0.531 -0.21
Cl 2.3896 4.3553 0.5778 -0.024 -0.222 0.379 -0.20
H 5.5172 3.5281 2.3274 0.291 -0.185 0.294 0.44
H 5.2374 3.8087 0.6053 -0.039 -0.266 -0.097 0.09
H 3.1979 4.1957 2.7787 -0.411 -0.589 0.161 0.55
H 3.3372 2.5131 1.8428 0.209 2.235 0.328 -0.22
Cl -1.8338 -3.3782 4.1216 -0.200 -0.522 -0.015 -0.23
C -0.6853 -2.3473 3.2183 -0.434 -0.265 1.042 0.79
C 0.3881 -3.0231 2.4646 0.803 -1.363 -1.317 2.12
Cl 1.7824 -3.5788 3.5059 -0.591 -0.178 -0.052 -0.25
H -0.2377 -1.7683 3.9986 0.425 0.557 0.288 0.64
H -1.3116 -1.6916 2.6454 -0.043 0.273 -0.692 -1.26
H 0.8793 -2.2461 1.9047 -0.093 0.080 -0.275 -1.32
H 0.1454 -3.8799 1.7523 -0.096 1.128 1.241 -0.45
Cl 5.7172 -1.0067 -0.0136 0.254 -0.071 0.182 -0.11
C 6.0466 -2.0394 1.4257 0.528 1.215 0.570 -0.51
C 5.0396 -1.7512 2.5056 -0.652 -0.556 -0.677 0.14
Cl 4.8220 -0.0868 2.9564 0.235 0.795 0.353 -0.15
H 7.0827 -1.8835 1.8029 -0.662 -0.163 -0.717 0.33
H 5.8341 -3.0241 1.0814 0.390 -0.903 -0.096 0.32
H 5.1526 -2.3519 3.3766 0.834 -0.312 0.865 0.47
H 4.1030 -2.1115 2.1510 -1.063 0.122 -0.491 -0.43
Cl -6.2701 -2.1701 3.3344 0.248 0.527 -0.444 -0.21
C -5.1035 -1.0009 4.0530 0.048 0.220 -0.072 0.39
C -5.0033 -1.3202 5.5183 1.753 0.896 -0.349 -0.33
Cl -6.4821 -1.0783 6.4349 -0.060 -0.038 0.212 -0.19
H -5.3009 0.0650 3.7876 -0.494 -0.951 0.334 0.24
H -4.1040 -1.1834 3.6662 -0.151 -0.302 -0.383 -0.46
H -4.1914 -0.6248 5.8646 -0.849 -0.626 0.277 0.26
H -4.6086 -2.3441 5.5761 -0.480 0.248 0.442 0.27
Cl -3.8840 -1.4347 -5.4064 -0.516 0.691 -0.590 -0.22
C -2.3220 -1.9659 -4.8135 0.784 -0.164 0.689 0.10
C -1.2004 -1.9031 -5.8330 -0.022 0.996 0.252 -0.54
Cl 0.3161 -2.5855 -5.0967 -0.688 0.362 -0.416 -0.19
H -2.5197 -2.9814 -4.5570 0.255 -0.730 0.420 0.32
H -2.0905 -1.4177 -3.8876 0.031 -0.158 -0.539 -0.17
H -1.0333 -0.8783 -6.1732 0.367 0.037 0.508 0.27
H -1.4309 -2.4065 -6.7466 -0.091 -0.932 -0.309 0.44
C -2.5872 -3.2996 0.2796 0.340 0.171 -0.088 -0.62
N -2.1494 -2.7699 -1.0579 -2.801 1.502 -0.336 0.79
O -3.0254 -2.7940 -1.9634 1.911 -0.348 1.549 -0.66
O -1.1156 -2.1590 -1.1249 0.502 -0.413 -0.291 0.02
H -2.2148 -2.7264 1.1158 0.801 0.264 -0.340 -0.13
H -2.2498 -4.3134 0.2976 -0.103 -0.599 0.219 0.30
H -3.6391 -3.1765 0.3706 -0.938 -0.365 -0.485 0.35
```
Positions in Å, forces in eV/Å.

Values from the calculation:
* Kohn-Sham gap: 10.385 eV
* charge: 0
* 2S+1: 1
* SMILES: C[N+](=O)[O-].O=C1CCCO1.O=C1CCCO1.O=C1CCCO1.O=C1CCCO1.O=C1CCCO1.O=C1CCCO1.ClCCCl.ClCCCl.ClCCCl.ClCCCl.ClCCCl

---

No. 3
Entry from the Open Molecules 2025 dataset: a structure of composition C19H20N2O4Sc (ωB97M-V/def2-TZVPD).

```
46
Properties=species:S:1:pos:R:3:forces:R:3:nbo_charge:R:1
Sc -0.1353 0.0608 1.7915 1.065 0.741 0.213 1.80
O -0.6485 -4.1096 1.8740 0.068 -0.097 -0.049 -0.63
C -0.7372 -2.8989 1.9088 0.205 0.330 0.076 0.76
O 0.2108 -2.0142 1.9292 -0.222 -0.587 -0.109 -0.81
C -2.1234 -2.2577 1.9910 -0.096 -0.153 -0.121 0.11
C -3.3480 -2.8964 1.9159 -0.083 0.068 0.117 -0.22
C -4.4879 -2.1141 2.0861 -0.053 -0.024 -0.015 -0.16
C -4.3915 -0.7497 2.3500 -0.004 -0.086 0.045 -0.22
C -3.1249 -0.1971 2.4029 -0.179 -0.035 -0.048 0.12
N -2.0630 -0.9532 2.1870 -0.132 -0.050 -0.083 -0.52
C -2.7583 1.2503 2.7295 0.307 -0.006 -0.023 0.76
O -3.6457 2.0280 3.0246 -0.001 0.096 0.022 -0.64
O -1.4827 1.4582 2.6674 -0.447 0.155 0.041 -0.81
H -3.3895 -3.9622 1.7423 -0.005 0.005 0.012 0.24
H -5.4663 -2.5764 2.0285 0.011 -0.001 -0.007 0.21
H -5.2562 -0.1232 2.5157 -0.003 -0.014 0.009 0.24
C -1.9090 1.4966 -0.8904 -0.021 -0.118 0.036 -0.57
C -0.7248 2.2607 -1.4848 -0.093 0.021 -0.083 -0.22
C -0.3352 3.4589 -0.6182 0.059 0.043 0.026 -0.61
C 0.4366 1.3509 -1.8428 -0.059 0.099 -0.170 -0.08
C 0.7194 1.1786 -3.1946 0.000 0.020 0.051 -0.20
C 1.7561 0.3711 -3.6361 -0.014 0.011 0.136 -0.30
C 2.5238 -0.2798 -2.6768 -0.014 -0.022 0.026 -0.23
C 2.2757 -0.1423 -1.3185 0.279 -0.083 -0.132 0.01
C 3.1432 -0.8446 -0.2941 -0.062 -0.047 0.083 -0.27
C 4.1365 0.1367 0.3317 0.061 0.078 -0.016 -0.60
C 3.8667 -2.0815 -0.8193 0.040 -0.021 -0.040 -0.60
C 1.2137 0.6858 -0.8553 -0.040 0.273 0.572 0.16
N 0.9496 0.8166 0.4878 -0.412 -0.616 -0.488 -1.12
H -2.7360 2.1631 -0.6321 0.008 0.020 -0.050 0.20
H -1.6123 0.9975 0.0320 -0.039 0.019 0.003 0.17
H -2.2700 0.7292 -1.5797 0.010 0.037 -0.005 0.20
H -1.0824 2.6623 -2.4401 -0.008 0.048 0.002 0.18
H 0.0524 3.1328 0.3450 -0.020 -0.036 0.006 0.24
H -1.2007 4.1069 -0.4491 0.009 -0.024 -0.002 0.19
H 0.4405 4.0489 -1.1131 -0.012 -0.022 -0.008 0.20
H 0.1037 1.7046 -3.9198 0.005 -0.011 -0.002 0.18
H 1.9601 0.2501 -4.6928 0.005 -0.005 -0.001 0.19
H 3.3327 -0.9238 -3.0025 0.013 0.003 -0.010 0.19
H 2.4734 -1.1688 0.5061 -0.039 -0.027 -0.020 0.23
H 4.8316 0.5100 -0.4275 -0.007 -0.015 0.007 0.19
H 4.7239 -0.3392 1.1239 -0.023 -0.020 -0.016 0.19
H 3.6045 0.9870 0.7595 -0.016 -0.011 -0.018 0.23
H 4.6640 -1.8253 -1.5239 -0.018 0.027 0.002 0.19
H 3.1789 -2.7618 -1.3255 -0.007 0.007 0.019 0.21
H 4.3313 -2.6259 0.0067 -0.016 0.032 0.009 0.20
```
Positions in Å, forces in eV/Å.

Values from the calculation:
* Kohn-Sham gap: 6.040 eV
* charge: -1
* 2S+1: 1

---

No. 4
Entry from the Open Molecules 2025 dataset: an isolated molecule of C5H9NO (ωB97M-V/def2-TZVPD).

```
16
Properties=species:S:1:pos:R:3:forces:R:3:nbo_charge:R:1
C 1.0196 1.6934 0.1975 -0.001 0.031 0.055 -0.65
C 1.5034 0.3540 -0.3434 0.138 0.173 -0.052 -0.06
N 1.9011 -0.6487 0.5058 -0.194 0.092 -0.126 -0.39
C 0.4338 -0.7764 -0.4802 -0.215 -0.029 -0.202 -0.36
C -0.9726 -0.3547 -0.1238 0.101 0.059 -0.163 0.05
C -1.9117 -1.3106 0.4677 -0.162 -0.219 -0.085 -0.11
O -1.3056 -0.2882 1.2455 -0.005 0.076 0.166 -0.47
H 0.4371 2.2460 -0.5506 0.093 -0.093 0.101 0.20
H 1.8973 2.2966 0.4486 -0.121 -0.038 -0.020 0.22
H 0.4224 1.5548 1.1030 0.101 0.025 -0.132 0.23
H 2.0505 0.4676 -1.2972 -0.066 -0.042 0.137 0.16
H 0.7371 -1.5663 0.2834 0.074 -0.102 0.033 0.36
H 0.5284 -1.2412 -1.4628 0.027 0.014 0.178 0.24
H -1.3775 0.4614 -0.7272 0.090 -0.135 0.108 0.19
H -2.9813 -1.1990 0.2945 0.169 0.017 0.034 0.19
H -1.5738 -2.3243 0.6860 -0.027 0.171 -0.030 0.18
```
Positions in Å, forces in eV/Å.

Values from the calculation:
* Kohn-Sham gap: 9.360 eV
* energy relative to the best compared isomer or geometry (same formula, charge and spin): 136.8 kcal/mol
* charge: 0
* 2S+1: 1